*w*
The following is a quantum chemistry calculation of one molecule with the formula C3H4N2, from OMol25.

## Properties
- Kohn-Sham gap (alpha / beta): 7.08 / 6.83 eV
- Expectation value of S²: 2.0286
- 2S+1: 3

Each atom is followed by the atoms it is bonded to, with distances in Å.
Positions of all 9 atoms, in Å:
1 C 1.116 -0.768 0.251  C2 1.873, C3 1.347, H6 1.062
2 C -0.587 -0.133 -0.201  C1 1.873, C3 1.585, N5 1.305
3 C 0.331 -0.064 1.089  C1 1.347, C2 1.585, N4 1.241
4 N 0.074 0.279 2.253  C3 1.241, H7 1.004
5 N -0.641 0.141 -1.475  C2 1.305, H8 1.019, H9 1.015
6 H 1.940 -0.583 -0.394  C1 1.062
7 H -0.807 0.700 2.489  N4 1.004
8 H 0.112 0.013 -2.150  N5 1.019
9 H -1.538 0.414 -1.862  N5 1.015

Here are the Löwdin charges for atoms 1 to 6, given in e: number 1, C, carries 0.119; number 2, C, carries -0.097; number 3, C, carries -0.505; number 4, N, carries 0.165; number 5, N, carries 0.008; number 6, H, carries 0.053

*x*
The following is a quantum chemistry calculation of a 2-piece molecular cluster, C3H4N2 overall, from OMol25.

## Properties
- Kohn-Sham gap (alpha / beta): 7.51 / 8.87 eV
- Expectation value of S²: 2.0060
- 2S+1: 3

Each atom is followed by the atoms it is bonded to, with distances in Å.
Positions of all 9 atoms, in Å:
1 C 3.032 0.188 -0.049  N4 1.131, H8 1.044
2 C -0.774 -0.358 0.350  C3 1.573, N5 1.417, H6 1.034, H7 1.110
3 C 0.230 0.530 -0.476  C2 1.573, N5 1.282
4 N 3.940 -0.022 0.591  C1 1.131
5 N -1.038 0.621 -0.640  C2 1.417, C3 1.282, H9 1.018
6 H -0.591 -1.340 0.086  C2 1.034
7 H -0.892 0.007 1.392  C2 1.110
8 H 2.334 0.287 -0.819  C1 1.044
9 H -1.925 0.929 -1.034  N5 1.018

Here are the Löwdin charges for atoms 1 to 6, given in e: number 1, C, carries -0.118; number 2, C, carries -0.085; number 3, C, carries -0.052; number 4, N, carries 0.059; number 5, N, carries -0.098; number 6, H, carries 0.059

Energy ordering: *w* at the bottom, the next structure 38.4 kJ/mol above.

*w*
The following is a quantum chemistry calculation of a 2-piece molecular cluster, C5H5NO2 overall, from OMol25.

## Properties
- Kohn-Sham gap: 9.15 eV
- 2S+1: 1

Each atom is followed by the atoms it is bonded to, with distances in Å.
Positions of all 13 atoms, in Å:
1 C -1.154 -0.423 -0.960  N2 1.384, O3 1.369, O4 1.259
2 N -0.003 -0.043 -1.627  C1 1.384, H6 1.012, H7 1.008
3 O -1.824 0.723 -0.625  C1 1.369, H5 0.966
4 O -1.019 -1.344 -0.111  C1 1.259
5 H -2.518 0.519 0.015  O3 0.966
6 H 0.470 -0.805 -2.096  N2 1.012
7 H -0.075 0.773 -2.215  N2 1.008
8 C 0.488 -0.637 1.329  C9 1.535, C10 1.209
9 C 1.243 0.343 0.420  C8 1.535, C11 1.213
10 C 0.274 -1.196 2.379  C8 1.209, H13 1.052
11 C 1.859 1.358 0.169  C9 1.213, H12 1.058
12 H 2.279 2.315 0.008  C11 1.058
13 H -0.019 -1.584 3.313  C10 1.052

Here are the Löwdin charges for atoms 1 to 6, given in e: number 1, C, carries -0.555; number 2, N, carries 0.131; number 3, O, carries 0.082; number 4, O, carries -0.016; number 5, H, carries 0.123; number 6, H, carries 0.124

*x*
The following is a quantum chemistry calculation of one molecule with the formula C5H5NO2, from OMol25.

## Properties
- Kohn-Sham gap: 8.51 eV
- 2S+1: 1

Each atom is followed by the atoms it is bonded to, with distances in Å.
Positions of all 13 atoms, in Å:
1 C -1.550 0.739 -1.152  C2 1.407, H7 1.016, O12 1.389
2 C -0.835 0.245 -0.046  C1 1.407, C5 1.532, O13 1.342
3 C 1.249 -0.118 0.748  C4 1.562, N11 1.211, O13 1.460
4 C 0.436 -1.437 0.945  C3 1.562, C5 1.346, H9 1.123
5 C -0.789 -1.209 0.435  C2 1.532, C4 1.346, H10 1.067
6 H -0.162 1.999 -1.524  O12 1.019
7 H -2.509 0.466 -1.348  C1 1.016
8 H 3.019 0.912 0.992  N11 1.104
9 H 0.986 -2.294 1.418  C4 1.123
10 H -1.513 -1.942 0.158  C5 1.067
11 N 2.384 0.022 1.148  C3 1.211, H8 1.104
12 O -1.045 1.746 -1.965  C1 1.389, H6 1.019
13 O 0.329 0.870 0.191  C2 1.342, C3 1.460

Here are the Löwdin charges for atoms 1 to 6, given in e: number 1, C, carries -0.068; number 2, C, carries -0.270; number 3, C, carries -0.389; number 4, C, carries 0.005; number 5, C, carries -0.004; number 6, H, carries 0.136

*y*
The following is a quantum chemistry calculation of one molecule with the formula C5H5NO2, from OMol25.

## Properties
- Kohn-Sham gap: 10.36 eV
- 2S+1: 1

Each atom is followed by the atoms it is bonded to, with distances in Å.
Positions of all 13 atoms, in Å:
1 C -1.904 0.902 -0.699  H6 1.146, H7 1.165, H8 1.277, O12 1.340
2 C -0.124 -0.635 -0.459  C3 1.517, O12 1.391, O13 1.121
3 C 1.115 -0.350 0.367  C2 1.517, C4 1.245, C5 1.436
4 C 1.748 -1.342 0.774  C3 1.245, H9 1.148, H10 1.179
5 C 1.457 1.026 0.595  C3 1.436, N11 1.197
6 H -2.219 1.813 -1.319  C1 1.146
7 H -2.057 1.236 0.406  C1 1.165
8 H -2.621 -0.087 -1.071  C1 1.277
9 H 2.520 -1.120 1.594  C4 1.148
10 H 1.578 -2.506 0.693  C4 1.179
11 N 1.723 2.172 0.817  C5 1.197
12 O -0.653 0.531 -1.005  C1 1.340, C2 1.391
13 O -0.562 -1.640 -0.693  C2 1.121

Here are the Löwdin charges for atoms 1 to 6, given in e: number 1, C, carries -0.151; number 2, C, carries -0.488; number 3, C, carries -0.250; number 4, C, carries 0.087; number 5, C, carries -0.139; number 6, H, carries 0.103

Energy ordering: *x* at the bottom, the next structure 57.6 kJ/mol above.

*w*
The following is a quantum chemistry calculation of a 2-piece molecular cluster, C4H5ClO overall, from OMol25.

## Properties
- Kohn-Sham gap: 9.83 eV
- 2S+1: 1

Each atom is followed by the atoms it is bonded to, with distances in Å.
Positions of all 11 atoms, in Å:
1 C -1.420 -1.537 0.020  C3 1.314, O5 1.177
2 C 1.379 0.344 0.591  C4 1.315, H7 1.117, H8 1.039
3 C -1.069 -0.776 -0.992  C1 1.314, H9 1.092, H10 1.098
4 C 0.472 1.295 0.556  C2 1.315, Cl6 1.732, H11 1.095
5 O -1.744 -2.194 0.942  C1 1.177
6 Cl 0.511 2.514 -0.674  C4 1.732
7 H 1.341 -0.600 1.188  C2 1.117
8 H 2.284 0.350 0.081  C2 1.039
9 H -0.302 -1.108 -1.695  C3 1.092
10 H -1.069 0.293 -1.245  C3 1.098
11 H -0.384 1.421 1.227  C4 1.095

Here are the Löwdin charges for atoms 1 to 6, given in e: number 1, C, carries -0.263; number 2, C, carries -0.093; number 3, C, carries -0.029; number 4, C, carries -0.666; number 5, O, carries 0.144; number 6, Cl, carries 0.595

*x*
The following is a quantum chemistry calculation of one molecule with the formula C4H5ClO, from OMol25.

## Properties
- Kohn-Sham gap: 10.19 eV
- 2S+1: 1

Each atom is followed by the atoms it is bonded to, with distances in Å.
Positions of all 11 atoms, in Å:
1 C 0.653 0.246 1.331  C2 1.477, H5 1.093, H6 1.078, H7 1.088
2 C 0.307 0.948 0.079  C1 1.477, C3 1.492, O10 1.216
3 C -0.367 0.243 -1.051  C2 1.492, C4 1.340, H8 1.096
4 C -0.806 -1.016 -1.176  C3 1.340, H9 1.070, Cl11 1.729
5 H -0.287 -0.113 1.756  C1 1.093
6 H 1.274 -0.607 1.110  C1 1.078
7 H 1.121 0.922 2.044  C1 1.088
8 H -0.551 0.880 -1.924  C3 1.096
9 H -1.281 -1.341 -2.079  C4 1.070
10 O 0.491 2.145 -0.036  C2 1.216
11 Cl -0.554 -2.307 -0.054  C4 1.729

Here are the Löwdin charges for atoms 1 to 6, given in e: number 1, C, carries -0.052; number 2, C, carries -0.467; number 3, C, carries -0.095; number 4, C, carries -0.517; number 5, H, carries 0.083; number 6, H, carries 0.063

Energy ordering: *x* at the bottom, the next structure 176.6 kJ/mol above.